[1]
DFT (ωB97M-V/def2-TZVPD) results for a structure of composition C28H38BBaN5P2 at a distorted geometry.

Calculated values
LUMO energy (eV): -1.614
Orbital gap (eV): 5.2
M (g/mol): 654.74
HOMO (hartree): -0.251
Energy (hartree): -2096.35147

Structure (ORCA input):
```
! RIJCOSX wB97M-V def2-TZVPD def2/J DEFGRID3
* xyz 0 1
Ba -0.07586 -2.48553 0.83455
C -0.60617 3.24755 4.95441
C -1.34056 2.54478 4.08333
C -0.88850 2.02488 2.73794
C 0.40341 1.16825 2.75794
C 1.77049 1.78990 2.67128
C 2.07906 3.01557 3.12096
C 1.11825 4.14414 3.25992
C 0.37358 4.32859 4.59857
C 1.99045 -2.67569 2.76241
H -0.85812 3.19762 6.02150
H -2.31596 2.13004 4.37373
H -0.84659 2.81444 1.98241
H -1.67414 1.32705 2.41276
H 0.33391 0.59040 3.69632
H 0.31513 0.39249 1.97131
H 2.55547 1.06370 2.40206
H 3.11537 3.29225 3.31986
H 0.36725 4.07914 2.47180
H 1.67569 5.07817 3.09128
H 1.06583 4.49192 5.43860
H -0.17971 5.27624 4.45800
H 1.56343 -2.42484 3.74808
H 2.92938 -2.12025 2.60319
H 2.12297 -3.77427 2.70149
P 1.36339 -1.50946 -1.46075
P -2.09193 -1.00257 -1.30954
N 2.47955 -0.16611 -1.65614
N 2.26540 -2.67481 -2.63528
N -2.17879 0.81758 -1.71009
N -3.68350 -1.32648 -2.02743
C 0.26846 -0.80714 -2.75394
C -1.13942 -1.38997 -2.85585
C 3.50200 0.07274 -0.73324
C 4.48188 0.84116 -1.35280
C 4.07224 1.05869 -2.71119
C 2.83744 0.45081 -2.86370
C 2.48376 -4.00530 -2.27709
C 2.88793 -4.71630 -3.40570
C 2.91220 -3.79161 -4.50672
C 2.55588 -2.54390 -3.99557
C -2.17096 1.72219 -0.64491
C -1.90276 3.00374 -1.11801
C -1.73164 2.89831 -2.53726
C -1.95658 1.56423 -2.87883
C -4.41493 -0.59385 -2.98209
C -5.46924 -1.37665 -3.43614
C -5.35641 -2.65762 -2.78777
C -4.24925 -2.61333 -1.95509
H 0.75902 -0.95758 -3.72526
H 0.22693 0.27068 -2.54075
H -1.64612 -0.94587 -3.73343
H -1.15924 -2.49183 -2.96647
H 3.41186 -0.32316 0.27162
H 5.39271 1.19962 -0.89157
H 4.60316 1.55742 -3.51444
H 2.17142 0.45739 -3.71622
H 2.34075 -4.32023 -1.24714
H 3.12719 -5.77348 -3.44719
H 3.13418 -4.01354 -5.54689
H 2.49503 -1.59027 -4.51021
H -2.38065 1.35973 0.35158
H -1.82557 3.90785 -0.52512
H -1.45492 3.69688 -3.21735
H -2.00137 1.12276 -3.87261
H -4.13530 0.41672 -3.24423
H -6.22326 -1.06903 -4.14583
H -6.01650 -3.50169 -2.93123
H -3.80731 -3.35922 -1.30463
B -1.25216 -1.61239 5.27025
C -1.48611 -1.30196 3.77686
N -1.50540 -1.18274 2.60478
H -2.24729 -1.60998 5.96028
H -0.37728 -0.93198 5.72626
H -0.90253 -2.77497 5.24037
*
```

Atom charges from the Mulliken analysis, given in e for atoms 1 to 4: Ba 1.74; C -0.76; C -0.54; C -0.46

[2]
DFT (ωB97M-V/def2-TZVPD) results for a structure of composition C28H38CrN5O9PS at a distorted geometry.

Calculated values
LUMO energy (spin up / spin down) (eV): -0.550 / -0.910
Orbital gap (spin up / spin down) (eV): 6.4 / 6.4
Relative energy (zero: lowest compared OMol25 entry of this formula, charge and spin) (kJ/mol): 20.39
M (g/mol): 703.67
HOMO (spin up / spin down) (hartree): -0.257 / -0.269
Energy (hartree): -3824.79078

Structure (ORCA input):
```
! RIJCOSX wB97M-V def2-TZVPD def2/J DEFGRID3
* xyz 0 5
Cr 0.02780 -0.19933 0.23426
O 1.35684 4.21782 0.58830
C 1.12650 2.92035 0.49935
O 0.15989 2.53757 1.28234
C 1.84507 2.20049 -0.46867
C 2.92266 2.81454 -1.17649
C 3.50648 2.14747 -2.20706
C 3.02178 0.87647 -2.59015
C 1.99715 0.34594 -1.85121
N 1.46292 0.93923 -0.79722
C 1.29718 -0.95919 -2.13957
O 1.65379 -1.68553 -3.16950
O 0.41659 -1.35170 -1.43092
H 0.71591 4.58323 1.21643
H 3.25214 3.80222 -0.87913
H 4.32383 2.60114 -2.75393
H 3.45309 0.35254 -3.43480
H 2.24813 -1.18750 -3.74587
C 5.36964 4.16059 4.26659
C 4.08182 3.39331 4.09124
C 2.86006 4.06750 4.04582
C 1.67224 3.38066 3.85590
C 1.69915 1.99722 3.69641
C 2.89963 1.30481 3.76476
C 4.08104 2.00751 3.97067
S 0.20032 1.13229 3.30154
O -0.85579 1.89347 3.89870
O 0.36456 -0.24941 3.65671
N 0.12758 1.14050 1.67481
C -1.87261 -0.88321 0.73767
C -2.38414 0.34219 0.00977
O -3.50489 0.80407 0.00658
O -1.34211 0.87872 -0.63842
H 5.31387 4.83051 5.12676
H 5.57232 4.77669 3.38717
H 6.21644 3.48887 4.41036
H 2.84530 5.14744 4.16811
H 0.71239 3.88741 3.86427
H 2.89867 0.22595 3.65822
H 5.02132 1.46719 4.04759
H -2.21939 -0.93986 1.76701
H -2.12964 -1.79766 0.19304
O 1.23384 -1.55740 1.15821
P 2.01458 -2.62269 1.84186
N 2.10798 -3.91367 0.81531
C 2.44641 -5.29148 1.20765
C 3.63409 -5.64015 0.31926
C 3.27039 -4.95941 -1.00708
C 2.46719 -3.70608 -0.60442
N 3.47476 -1.98070 2.27792
C 4.56525 -2.83291 2.79854
C 5.78213 -2.43111 1.97208
C 5.53610 -0.93801 1.73381
C 4.03270 -0.86226 1.47435
N 1.42361 -3.32097 3.19298
C 1.77996 -2.94201 4.57695
C 0.79321 -3.76749 5.39271
C -0.49974 -3.62474 4.58098
C -0.02811 -3.71878 3.12726
H 1.60872 -5.96089 0.98343
H 2.64708 -5.35576 2.27305
H 3.77265 -6.71629 0.21343
H 4.55231 -5.21382 0.73445
H 2.65088 -5.62525 -1.60877
H 4.14780 -4.69981 -1.59905
H 1.57756 -3.57863 -1.21909
H 3.07086 -2.80200 -0.71779
H 4.31770 -3.89313 2.70977
H 4.74199 -2.61874 3.85609
H 5.78800 -2.96897 1.01845
H 6.71900 -2.63575 2.49034
H 6.10763 -0.53587 0.89741
H 5.79470 -0.36840 2.63056
H 3.82570 -0.99157 0.40978
H 3.59654 0.09065 1.77839
H 1.61111 -1.88166 4.75854
H 2.81833 -3.19021 4.79302
H 0.70168 -3.40903 6.41842
H 1.11431 -4.81292 5.41096
H -0.93156 -2.63950 4.75499
H -1.24195 -4.38464 4.82072
H -0.59100 -3.04877 2.47735
H -0.10853 -4.73673 2.73753
*
```

Atom charges from the Mulliken analysis, given in e for atoms 1 to 4: Cr -0.75; O -0.53; C 0.16; O -0.44

[3]
DFT (ωB97M-V/def2-TZVPD) results for a structure of composition C28H38GeN4O2Os at a distorted geometry.

Calculated values
LUMO energy (spin up / spin down) (eV): -6.264 / -6.268
Orbital gap (spin up / spin down) (eV): 6.6 / 6.6
M (g/mol): 725.48
HOMO (spin up / spin down) (hartree): -0.473 / -0.472
Energy (hartree): -3626.26721

Structure (ORCA input):
```
! RIJCOSX wB97M-V def2-TZVPD def2/J DEFGRID3
* xyz 2 1
Os 0.81341 0.28512 -0.73024
C 4.89031 -1.15298 5.14116
C 3.80671 -0.84748 4.16216
C 2.48331 -1.05698 4.50056
C 1.43041 -0.75078 3.62476
C 0.11591 -1.12248 3.96166
N -0.92649 -0.80228 3.23936
C -2.23089 -1.40458 3.29856
C -2.63339 -1.85028 1.88726
C -3.29339 -0.70598 1.12506
N -3.72999 -1.12668 -0.18754
C -3.93139 -0.31538 -1.20884
C -3.43209 1.02902 -1.28744
C -4.33529 2.04442 -1.58664
C -3.97299 3.38762 -1.55414
C -4.99459 4.45502 -1.75744
C -2.63669 3.69332 -1.32644
C -1.66119 2.70622 -1.14874
C -0.29429 3.14442 -1.11324
N 0.75211 2.41122 -1.03134
C 2.04131 3.05722 -1.14454
C 2.91141 2.32082 -2.16644
C 3.50441 0.99522 -1.62704
N 2.80221 0.48912 -0.45174
C 3.50521 0.36132 0.63606
C 3.09871 -0.07528 1.93976
C 4.09431 -0.39858 2.87166
C 1.72131 -0.13628 2.34806
O 0.77441 0.34982 1.64666
C -2.03429 1.32682 -1.09044
O -1.20619 0.34962 -0.94464
H 4.49121 -1.23148 6.14936
H 5.65531 -0.38188 5.12616
H 5.37081 -2.09798 4.88916
H 2.23321 -1.47458 5.46326
H -0.03529 -1.74168 4.83876
H -0.69459 -0.21048 2.42876
H -2.95699 -0.68248 3.68846
H -2.20659 -2.25248 3.98426
H -3.32629 -2.69008 1.94986
H -1.73819 -2.17438 1.34906
H -2.61029 0.13762 1.02756
H -4.18059 -0.36758 1.67936
H -4.14149 -2.05128 -0.22034
H -4.56809 -0.67758 -2.00574
H -5.36969 1.78562 -1.76854
H -5.99889 4.06812 -1.60604
H -4.93479 4.84492 -2.77484
H -4.82579 5.28322 -1.07244
H -2.32869 4.73002 -1.31474
H -0.17159 4.22532 -1.21954
H 2.52511 3.04402 -0.16154
H 1.92101 4.10332 -1.44914
H 3.73491 2.97202 -2.45694
H 2.31451 2.13322 -3.06214
H 4.56331 1.15172 -1.38824
H 3.45011 0.22762 -2.40854
H 4.57021 0.59262 0.56576
H 5.12751 -0.31648 2.56746
C 1.86991 -2.03118 -3.90874
Ge 0.48161 -2.59868 -2.60004
C 0.52501 -4.56658 -2.32684
C -1.28919 -2.01188 -3.29354
C 0.85761 -1.65958 -0.88634
H 1.70951 -2.60628 -4.81644
H 2.87431 -2.23328 -3.55254
H 1.77891 -0.97498 -4.14684
H 0.35521 -5.04678 -3.28754
H -0.25389 -4.89188 -1.64134
H 1.48841 -4.89648 -1.94714
H -1.40269 -2.38398 -4.30774
H -1.35729 -0.92748 -3.30514
H -2.09719 -2.41138 -2.69004
H 1.15771 -2.36868 -0.11434
*
```

Atom charges from the Mulliken analysis, given in e for atoms 1 to 4: Os 1.65; C -1.60; C 0.15; C -0.83